[1]
188
Properties=species:S:1:pos:R:3 method="wB97M-V/def2-TZVPD" homo_ev="-20.254 / -20.254" multiplicity=2 total_charge=+6 max_force_ev_per_a=4.72
S 0.0382 -0.5996 -1.7877
F 1.2544 -0.6808 0.6115
F -0.8841 -0.7123 0.6902
F 0.2738 -2.5597 0.2387
O 2.2522 4.5734 6.2198
O -1.0418 -1.2786 -2.4548
O -0.7557 -6.2000 0.7980
O -0.2618 0.8223 -1.5740
O 1.3646 -0.8267 -2.4477
O -3.1831 3.5160 -1.1885
O 2.0323 5.0963 -2.2027
O 1.3721 -2.8931 4.6428
N -4.6998 1.4009 0.4330
N 0.2743 -6.6087 -2.0516
N 2.7380 -4.1641 7.4725
N -3.4510 2.0388 -6.1174
N 2.3788 2.4246 3.8565
N 3.0918 2.4123 -3.2454
C 3.4525 1.5653 -4.5479
C 1.2541 -5.5690 -1.6117
C 0.9246 1.9732 3.4548
C -2.3588 1.5752 -3.9306
C -3.4429 0.4622 0.2030
C 2.4911 2.3030 5.3964
C -0.5770 -4.5068 -3.5031
C -2.9546 3.4102 0.2482
C 3.7717 1.7116 -1.9927
C 3.6417 3.8974 -3.4538
C -3.7425 -1.0010 -0.3887
C 1.6848 -2.3039 5.9396
C -2.6619 4.8103 -8.7383
C 1.5194 -4.0720 8.4484
C -3.3273 4.0611 -7.5698
C -2.1533 4.1567 -1.7195
C -1.2850 -7.2833 0.0496
C -5.0282 2.2314 -5.8562
C -3.0545 0.5501 -5.9824
C 2.6234 -5.3650 6.4836
C 2.4730 3.9056 3.5154
C -1.5000 -5.4189 1.6861
C 1.6302 -2.8980 9.3638
C -2.6843 2.6580 -4.9544
C -4.2236 2.8072 0.9914
C 1.6996 3.2891 6.2045
C 0.8009 3.2508 -4.0833
C -0.2197 -7.6420 -0.9772
C 0.1899 -1.2150 0.0764
C 3.2856 0.0991 3.1910
C 1.5589 6.0171 -1.2995
C -5.6566 0.7791 1.5080
C -2.9582 0.4110 -4.5235
C 1.5250 2.4119 -3.0315
C -2.7038 6.3766 -8.6448
C 2.5490 -6.7978 7.0646
C -5.3484 1.4517 -0.9655
C 3.4164 4.8207 6.9740
C 0.2192 -2.3752 3.9291
C -0.9034 -5.7956 -2.6890
C 5.2676 1.7487 -1.9669
C 2.8889 -2.8445 6.6016
C 2.2489 -8.0351 -2.9870
C 3.4218 1.6455 3.0950
C 3.9888 -4.5256 8.2040
C 0.6852 2.0516 1.9905
C -3.1710 2.5667 -7.5361
C 3.3624 4.7987 -2.2100
C -6.2389 2.7258 -1.2681
C 0.9184 -7.4480 -3.1970
H -1.2759 1.4512 -3.9190
H -4.4016 4.1199 -7.7445
H 4.5165 1.4090 -4.7253
H 1.6657 -1.9510 8.8253
H 3.7778 -5.3786 8.8490
H -2.4270 -0.5179 -4.3156
H -4.4682 1.4634 -1.6083
H -1.6414 4.4281 -8.7602
H 1.4801 -5.0135 8.9963
H -2.8225 -1.5857 -0.3904
H -4.0019 2.5732 2.0327
H 0.7483 -2.8957 10.0045
H -2.9825 0.5353 1.1883
H -3.8465 2.0268 -8.1996
H -5.8373 -0.2518 1.2037
H -5.0712 3.4752 1.1450
H 2.4393 3.9191 2.4260
H 0.2059 -8.2224 -3.4811
H -2.1210 0.2423 -6.4534
H -2.5952 0.7635 -0.4124
H 3.4175 4.3273 3.8593
H -2.8202 4.4495 0.5480
H -1.1906 3.7212 -1.4519
H -4.4548 -1.5201 0.2527
H 2.8908 1.9724 -5.3886
H -1.7720 6.8477 -8.9576
H -2.0323 2.9008 0.5275
H 3.3960 -0.2653 4.2123
H 4.7191 3.7329 -3.4714
H 0.9362 -6.7508 -4.0346
H 0.1028 -4.5818 -4.3518
H -5.8788 0.5044 -0.8695
H 1.2758 2.6760 -2.0038
H 1.5050 3.9737 -4.4954
H -0.0490 3.7400 -3.6075
H -1.4530 -4.0317 -3.9447
H -1.7076 3.0501 -5.2382
H 3.7956 4.3509 -1.3156
H 1.2802 1.3778 -3.2736
H -5.2676 1.4834 -5.1003
H -0.6808 -2.5098 4.5290
H 0.2845 -1.3400 3.5940
H 5.6966 1.2256 -2.8215
H -0.0041 -3.0479 3.1010
H 2.4204 -8.5478 -3.9335
H 1.9357 -6.8862 7.9613
H 1.9765 5.8678 -0.3038
H -2.5595 -5.4845 1.4386
H 3.9533 5.7112 -2.2893
H -1.3508 -5.4400 -1.7608
H 3.7294 -2.9034 5.9101
H 3.4576 4.2539 -4.4673
H -2.9948 4.5272 -6.6423
H 4.0917 -0.4196 2.6719
H -1.6303 -5.6888 2.7341
H 3.5288 2.5168 5.6523
H -3.9117 0.0891 -4.1048
H 4.3886 2.0062 3.4461
H 2.2507 -8.6914 -2.1168
H 3.1010 -7.3660 -2.8672
H 0.4860 5.8962 -1.1505
H 0.5679 3.1000 1.7163
H 3.2748 -2.1258 7.3245
H 0.7978 0.9508 3.8106
H -1.9824 5.1510 -1.3068
H -0.2428 1.4822 1.9376
H -2.6787 1.9093 -2.9437
H 1.7566 -1.2208 5.8401
H -4.0262 -0.8255 -1.4264
H 2.5005 -2.9165 10.0198
H -2.8206 6.5798 -7.5803
H 0.3191 2.5461 -4.7611
H 0.6802 3.2767 5.8188
H 0.6809 -4.0897 7.7521
H 3.0915 0.5618 -4.3224
H 1.5219 4.2485 3.9227
H -5.1015 0.7854 2.4460
H 2.3062 -0.3002 2.9274
H 0.7921 -2.3102 6.5650
H -3.0539 4.6080 -9.7351
H 2.1428 -7.3507 6.2176
H 2.3888 1.2504 5.6603
H -5.5999 3.5578 -1.5642
H 0.1049 2.3959 4.0357
H 3.4017 -5.2748 5.7258
H 3.5836 -7.0291 7.3181
H -1.2904 -4.3543 1.5827
H -0.2000 -3.6839 -2.8959
H -3.5185 6.7510 -9.2645
H 0.6953 -5.0646 -0.8234
H -2.0273 4.3167 -2.7904
H -2.2079 -7.1019 -0.5012
H 2.0599 -6.1779 -1.2018
H 3.4595 5.8491 7.3325
H 4.6729 -4.7641 7.3896
H 5.8146 2.5735 -1.5102
H -6.8120 3.1535 -0.4455
H 3.3527 0.7066 -2.0440
H -3.3624 3.4403 -4.6133
H -5.5163 1.6055 -6.6032
H -2.1394 2.3601 -7.8212
H 0.6767 -8.0063 -0.4753
H -1.6733 -6.5313 -2.9212
H -1.6556 -8.0702 0.7065
H 3.4436 1.8242 2.0200
H 1.5897 -4.8914 -2.3967
H -3.8855 -0.0838 -6.2917
H 1.5872 7.0847 -1.5175
H 4.2536 -3.7305 8.9010
H 1.5146 2.9782 7.2327
H 3.3100 2.2093 -1.1400
H -0.5199 -8.5544 -1.4926
H 1.4227 1.5740 1.3455
H 5.4815 1.0880 -1.1268
H 4.3541 4.6566 6.4431
H -6.5252 1.4365 1.5485
H 3.4759 4.1975 7.8663
H -6.9379 2.5257 -2.0801
H -5.3051 3.2842 -5.8000
H 1.7108 -5.0656 5.9682



[2]
31
Properties=species:S:1:pos:R:3 method="wB97M-V/def2-TZVPD" homo_ev=-8.881 max_force_ev_per_a=1.16 e_above_lowest_kcal_mol=0.00
Zr -0.4170 -0.4180 0.1026
S -0.5444 -2.8102 -0.0222
S -3.3222 -3.6566 0.6642
S -0.9362 -0.4806 2.4568
S -2.5759 0.7025 -1.4410
S -3.6507 -1.6654 2.8155
F 2.1473 -0.8182 -2.1586
F 3.7259 -0.8319 1.6439
F 1.6088 2.3796 0.3906
F -2.0254 3.2179 -1.9230
F -3.5359 2.9249 -0.4033
F -1.4546 2.4804 0.0399
F 5.0203 0.0908 0.1711
F 3.9044 -1.6981 -0.3202
F 3.7818 0.5892 -2.2651
F 3.6490 2.5090 -0.3191
F 1.7375 1.2939 -2.0717
F 3.2334 1.7773 1.6723
O -3.5429 0.5839 -2.4624
O 1.5037 -0.2182 0.3459
O -1.1450 0.4318 -1.8039
O -5.4784 -3.4410 2.1576
O -2.7533 -0.0164 -0.1744
C 2.6720 0.3238 -0.1363
C 2.8082 1.7792 0.4109
C -1.9595 -2.6059 0.9917
C -2.1127 -1.6862 1.9809
C 3.8608 -0.5477 0.3541
C 2.6131 0.3450 -1.6932
C -2.4146 2.4594 -0.9145
C -4.3975 -2.9942 1.9109



[3]
29
Properties=species:S:1:pos:R:3 method="wB97M-V/def2-TZVPD" homo_ev=-9.300 smiles=C[Si](C)(C)[C@]1(c2ccccc2)CO1 max_force_ev_per_a=4.33 e_above_lowest_kcal_mol=39.40
Si -0.4700 1.2432 0.2721
O 2.0462 0.9763 -0.9947
C -0.0010 3.1106 0.1528
C 1.2080 -2.2464 0.1002
C 0.3524 -3.8328 -1.5685
C -2.0967 0.7518 -0.5878
C 1.0218 0.2458 -0.3137
C 0.2641 -1.4225 -1.9771
C 2.3339 0.6684 0.3037
C 0.9118 -3.5690 -0.3407
C 0.0312 -2.7651 -2.3441
C -0.6596 0.7438 2.1410
C 0.8405 -1.1843 -0.7207
H -0.1549 -0.5397 -2.4566
H 2.3671 1.4340 1.0232
H -2.3312 1.3776 -1.4449
H 0.5592 3.3331 -0.7486
H -0.0456 1.2484 2.7719
H -1.9656 -0.1366 -1.0251
H 0.0232 -4.8420 -1.9429
H 1.3648 -4.3050 0.3026
H -2.7502 0.7666 0.2561
H -1.6391 0.9394 2.4595
H 0.6490 3.2019 0.9267
H -0.6604 -3.1454 -3.1831
H -0.5897 -0.3583 2.1818
H 3.0675 0.0498 0.5698
H 1.8945 -1.9937 0.9043
H -0.6490 3.8557 0.4036



Let's list total energy in order: -98031.1179 -106605.0831 -21589.3792 eV.